1.
Density functional theory data (ωB97M-V/def2-TZVPD) for a 2-piece molecular cluster, C3H9NS2 overall in a non-equilibrium geometry.

Results
2S+1: 2
Orbital gap (spin up / spin down), eV: 7.19 / 4.04
Net charge: +1
E_tot, eV: -26407.9226
LUMO level (spin up / spin down), eV: -5.1 / -8.2
Expectation value of S²: 0.7544
E_HOMO (spin up / spin down), Ha: -0.451 / -0.451

Last column: Löwdin spin population.
Atoms and positions in Å:
C1 -3.01 1.41 -0.89  0.045
S1 -2.27 2.35 0.49  0.532
S2 -2.57 0.93 1.89  0.394
H1 -2.41 0.51 -0.97  0.009
H2 -4.06 1.21 -0.71  0.010
H3 -2.90 2.05 -1.77  -0.001
H4 -1.59 1.52 2.60  0.010
C2 1.96 -0.46 -0.60  0.000
C3 2.84 -2.18 0.68  0.000
N1 2.22 -1.08 0.69  0.000
H5 2.56 -0.80 -1.42  0.000
H6 0.98 -0.79 -0.96  0.000
H7 1.93 0.61 -0.41  0.000
H8 3.05 -2.68 1.62  0.000
H9 3.26 -2.58 -0.25  0.000


2.
Density functional theory data (ωB97M-V/def2-TZVPD) for C3H9NSi as an isolated structure in a non-equilibrium geometry.

Results
Orbital gap, eV: 9.74
Net charge: 0
E_tot, eV: -12620.9229
LUMO level, eV: 1.0
E_HOMO, Ha: -0.320

Last column: Mulliken charge in e.
Atoms and positions in Å:
C1 0.40 1.88 -1.20  -0.665
C2 -0.36 0.82 -1.15  0.028
C3 0.99 0.03 1.17  -0.942
N1 -0.23 -0.19 0.44  -0.042
Si1 -0.98 -1.69 0.19  0.429
H1 0.27 2.64 -1.82  0.314
H2 1.29 2.10 -0.53  0.169
H3 -1.38 0.50 -1.54  0.230
H4 0.92 -0.87 1.82  0.326
H5 1.92 0.16 0.69  0.309
H6 0.92 0.97 1.69  0.322
H7 -1.60 -2.55 1.26  -0.140
H8 -2.10 -1.23 -0.62  -0.197
H9 -0.07 -2.57 -0.40  -0.142


3.
Density functional theory data (ωB97M-V/def2-TZVPD) for a 2-piece molecular cluster, C3H9NSi overall in a non-equilibrium geometry.

Results
Orbital gap (spin up / spin down), eV: 8.39 / 7.52
Net charge: 0
E_tot, eV: -12619.7463
LUMO level (spin up / spin down), eV: -0.3 / 0.3
E_HOMO (spin up / spin down), Ha: -0.321 / -0.267

Last column: Mulliken charge in e.
Atoms and positions in Å:
C1 1.16 -1.79 0.05  -0.466
C2 1.16 1.61 0.98  -1.022
C3 -3.05 0.27 -0.45  -0.918
N1 1.65 -0.79 -0.99  -0.421
Si1 0.58 0.01 0.09  0.218
H1 0.51 -2.63 -0.27  0.247
H2 1.83 -2.27 0.79  0.204
H3 0.97 1.60 1.95  0.386
H4 2.24 1.64 0.67  0.288
H5 0.69 2.46 0.53  0.320
H6 -2.62 -0.72 -0.66  0.343
H7 -3.50 0.57 0.46  0.303
H8 -3.11 1.03 -1.24  0.261
H9 1.50 -0.99 -1.91  0.257


4.
Density functional theory data (ωB97M-V/def2-TZVPD) for a 2-piece molecular cluster, C3H9O overall.

Results
Orbital gap, eV: 6.56
Net charge: -1
E_tot, eV: -5303.5194
LUMO level, eV: 4.5
E_HOMO, Ha: -0.074

Last column: Mulliken charge in e.
Atoms and positions in Å:
C1 -0.86 -0.41 -1.55  -0.734
C2 0.61 -0.81 -1.49  -0.760
H1 -1.53 -1.27 -1.65  0.235
H2 -1.05 0.28 -2.36  0.253
H3 -1.10 0.04 -0.59  0.213
H4 0.92 -1.44 -2.33  0.319
H5 1.22 0.10 -1.44  0.218
H6 0.82 -1.27 -0.52  0.214
C3 0.19 0.96 2.39  -0.718
O1 0.10 0.15 1.31  -0.742
H7 1.24 1.12 2.75  0.155
H8 -0.21 1.99 2.21  0.180
H9 -0.36 0.57 3.29  0.166


5.
Density functional theory data (ωB97M-V/def2-TZVPD) for a 2-piece molecular cluster, C3H9O2 overall in a non-equilibrium geometry.

Results
Orbital gap, eV: 5.80
Net charge: -1
E_tot, eV: -7350.8015
LUMO level, eV: 3.8
E_HOMO, Ha: -0.074

Last column: Mulliken charge in e.
Atoms and positions in Å:
C1 -2.75 -1.09 -0.16  -0.651
O1 -1.60 -0.39 0.11  -0.758
H1 -3.58 -0.37 -0.34  0.132
H2 -2.69 -1.76 -1.05  0.165
H3 -3.04 -1.75 0.68  0.155
C2 1.31 -0.03 -0.02  -0.122
O2 2.57 -0.54 0.47  -0.550
C3 1.24 1.47 0.17  -0.910
H4 1.14 -0.34 -1.04  0.229
H5 0.54 -0.49 0.59  0.166
H6 3.25 -0.29 -0.15  0.277
H7 2.09 2.00 -0.28  0.333
H8 0.31 1.89 -0.22  0.314
H9 1.22 1.68 1.24  0.221


6.
Density functional theory data (ωB97M-V/def2-TZVPD) for a 2-piece molecular cluster, C3H9O2 overall in a non-equilibrium geometry.

Results
Orbital gap, eV: 5.16
Net charge: -1
E_tot, eV: -7349.2605
LUMO level, eV: 3.3
E_HOMO, Ha: -0.069

Last column: Mulliken charge in e.
Atoms and positions in Å:
C1 -2.79 -1.07 1.79  -0.483
O1 -2.07 0.16 1.72  -0.861
H1 -2.65 -1.86 0.94  0.111
H2 -4.01 -0.99 1.91  0.096
H3 -2.47 -1.45 2.76  0.152
C2 1.50 0.02 -0.73  -0.229
O2 2.99 0.30 -1.15  -0.568
C3 0.45 0.79 -1.53  -0.761
H4 1.38 0.40 0.33  0.201
H5 1.36 -1.07 -0.60  0.294
H6 3.26 -0.22 -2.01  0.278
H7 1.09 1.37 -2.22  0.345
H8 -0.11 1.60 -0.90  0.216
H9 -0.25 0.06 -1.87  0.208


7.
Density functional theory data (ωB97M-V/def2-TZVPD) for a 2-piece molecular cluster, C3H9O2P overall in a non-equilibrium geometry.

Results
Orbital gap, eV: 11.17
Net charge: 0
E_tot, eV: -16639.5290
Structure (SMILES): CCC(=O)O.P
LUMO level, eV: 0.7
E_HOMO, Ha: -0.383

Last column: Mulliken charge in e.
Atoms and positions in Å:
C1 -2.05 0.74 0.94  -1.062
C2 -2.07 -0.38 -0.17  -0.302
C3 -0.63 -0.79 -0.49  0.556
O1 -0.29 -1.74 -1.16  -0.590
O2 0.24 -0.02 0.14  -0.397
H1 -1.09 1.20 0.95  0.348
H2 -2.30 0.25 1.82  0.287
H3 -2.76 1.59 0.85  0.345
H4 -2.57 0.14 -1.05  0.204
H5 -2.73 -1.32 -0.06  0.329
H6 1.08 -0.51 0.02  0.235
P1 4.32 -0.22 -0.37  -0.076
H7 4.34 1.15 -0.59  0.066
H8 3.27 0.00 0.54  0.008
H9 3.24 -0.10 -1.37  0.048


8.
Density functional theory data (ωB97M-V/def2-TZVPD) for C3H9O2P in the gas phase in a non-equilibrium geometry.

Results
Orbital gap, eV: 9.77
Net charge: 0
E_tot, eV: -16639.5820
Structure (SMILES): CCOPOC
LUMO level, eV: 1.0
E_HOMO, Ha: -0.322

Last column: Mulliken charge in e.
Atoms and positions in Å:
C1 0.33 2.18 1.39  -0.987
C2 1.09 1.25 0.44  -0.139
O1 0.31 0.99 -0.74  -0.280
P1 -0.89 -0.12 -0.72  0.093
O2 -0.09 -1.52 -0.96  -0.214
C3 -0.72 -2.77 -0.82  -0.632
H1 0.43 3.18 1.20  0.319
H2 0.53 1.97 2.40  0.338
H3 -0.69 1.87 1.22  0.270
H4 2.09 1.81 0.22  0.248
H5 1.31 0.35 1.08  0.233
H6 -1.19 0.23 -2.04  -0.009
H7 -1.02 -3.16 -1.85  0.241
H8 -1.70 -2.80 -0.30  0.328
H9 0.20 -3.47 -0.52  0.191


Listing molecular weight for the structures above in their given order: 123.246; 87.198; 87.198; 61.104; 77.103; 77.103; 108.077; 108.077 g/mol.